# 1
Below is a molecular structure, AlF18P3, with properties calculated with ωB97M-V/def2-TZVPD.

Atoms and positions in Å:
Al1 13.046 14.647 3.876
P1 9.195 12.766 2.784
F1 9.295 11.599 3.930
F2 10.018 11.913 1.735
F3 7.817 12.099 2.319
F4 9.080 13.934 1.669
F5 8.370 13.656 3.851
F6 10.570 13.437 3.360
P2 9.916 16.878 4.611
F7 10.396 16.221 3.193
F8 9.150 18.060 3.866
F9 8.609 15.961 4.666
F10 9.631 17.558 6.027
F11 10.791 15.754 5.404
F12 11.320 17.733 4.457
P3 14.895 17.196 5.911
F13 16.471 17.287 5.874
F14 14.785 17.544 7.481
F15 14.816 18.748 5.519
F16 13.295 17.038 5.837
F17 14.903 16.798 4.309
F18 14.952 15.603 6.249

Values from the calculation:
- Multiplicity: 1
- Frontier orbital gap: 2.885 eV
- Lowest unoccupied orbital energy: -10.407 eV

# 2
Below is a molecular structure, EuHO2P, with properties calculated with ωB97M-V/def2-TZVPD.

Atoms and positions in Å:
P1 -1.364 0.306 -0.432
O1 -0.425 1.521 -0.126
Eu1 1.696 0.475 -0.420
O2 -0.318 -0.920 -0.289
H1 -0.957 -2.610 -0.113

Values from the calculation:
- Multiplicity: 8
- Net charge: +2
- Frontier orbital gap (alpha / beta): 6.771 / 8.012 eV
- Lowest unoccupied orbital energy (alpha / beta): -12.427 / -12.278 eV

# 3
Below is a molecular structure, C42H42N2O7PdS4Te, with properties calculated with ωB97M-V/def2-TZVPD.

Atoms and positions in Å:
Pd1 1.359 -0.399 0.252
S1 1.024 -3.303 -0.454
S2 1.215 -4.561 -1.927
S3 0.858 -3.456 -3.780
S4 1.216 -1.606 -3.390
C1 -7.534 -4.252 -2.923
C2 -6.318 -3.899 -2.106
C3 -5.180 -4.692 -2.129
C4 -4.050 -4.372 -1.382
C5 -2.843 -5.272 -1.468
C6 -4.061 -3.223 -0.581
Te1 -2.314 -2.716 0.534
N1 0.189 -1.689 1.835
C7 1.140 -1.501 2.705
O1 2.281 -1.170 2.246
C8 0.904 -1.614 4.174
C9 -0.320 -2.063 4.661
C10 -0.544 -2.113 6.027
C11 0.454 -1.715 6.909
C12 1.676 -1.268 6.423
C13 1.901 -1.215 5.055
C14 -2.163 -0.722 -0.171
C15 -2.039 -0.481 -1.549
C16 -2.117 -1.572 -2.582
C17 -1.836 0.823 -1.986
C18 -1.755 1.887 -1.101
C19 -1.422 3.277 -1.565
C20 -1.932 1.631 0.247
C21 -2.136 0.347 0.738
C22 -2.277 0.203 2.228
C23 -5.210 -2.424 -0.522
C24 -5.292 -1.193 0.341
C25 -6.314 -2.773 -1.293
H1 -7.332 -5.096 -3.582
H2 -7.849 -3.408 -3.538
H3 -8.375 -4.521 -2.280
H4 -5.164 -5.582 -2.752
H5 -3.034 -6.113 -2.136
H6 -2.575 -5.672 -0.489
H7 -1.970 -4.730 -1.836
H8 -1.084 -2.370 3.956
H9 -1.496 -2.461 6.408
H10 0.279 -1.753 7.977
H11 2.451 -0.955 7.111
H12 2.837 -0.858 4.644
H13 -1.525 -2.438 -2.279
H14 -1.736 -1.216 -3.540
H15 -3.144 -1.913 -2.725
H16 -1.690 1.001 -3.046
H17 -1.477 3.360 -2.651
H18 -0.406 3.533 -1.258
H19 -2.099 4.012 -1.126
H20 -1.862 2.449 0.957
H21 -2.814 1.059 2.640
H22 -1.287 0.172 2.687
H23 -2.801 -0.710 2.507
H24 -4.882 -1.390 1.333
H25 -6.327 -0.868 0.446
H26 -4.715 -0.369 -0.084
H27 -7.200 -2.146 -1.252
C26 5.948 3.027 -5.832
C27 5.072 2.404 -4.777
C28 4.046 3.124 -4.178
C29 3.236 2.568 -3.196
C30 2.139 3.402 -2.588
C31 3.480 1.249 -2.784
C32 4.517 0.508 -3.362
C33 4.856 -0.911 -2.975
C34 5.283 1.099 -4.363
C35 2.628 0.648 -1.709
O2 1.376 0.770 -1.733
O3 3.189 -0.022 -0.787
H28 5.563 4.000 -6.139
H29 6.011 2.390 -6.716
H30 6.965 3.172 -5.459
H31 3.869 4.151 -4.481
H32 2.227 4.438 -2.917
H33 2.177 3.366 -1.497
H34 1.166 3.016 -2.891
H35 4.145 -1.339 -2.276
H36 5.838 -0.944 -2.497
H37 4.901 -1.537 -3.869
H38 6.078 0.517 -4.821
O4 2.614 2.788 0.669
C36 1.877 2.313 1.522
O5 1.039 1.352 1.398
C37 1.949 2.864 2.940
C38 1.340 2.198 3.996
C39 1.444 2.681 5.296
C40 2.149 3.844 5.549
C41 2.745 4.499 4.482
C42 2.664 4.027 3.185
N2 3.496 5.737 4.747
O6 3.944 6.348 3.798
O7 3.579 6.117 5.902
H39 0.790 1.291 3.784
H40 0.977 2.143 6.111
H41 2.249 4.249 6.545
H42 3.153 4.535 2.366

Values from the calculation:
- Multiplicity: 6
- Net charge: -1
- Frontier orbital gap (alpha / beta): 7.188 / 5.282 eV
- Lowest unoccupied orbital energy (alpha / beta): 1.851 / -0.159 eV

# 4
Below is 14 unconnected molecules or ions with the total composition C3H34N2O14, with properties calculated with ωB97M-V/def2-TZVPD.

Atoms and positions in Å:
O1 1.168 -2.555 1.598
C1 1.780 -1.624 1.120
C2 1.143 -0.551 0.292
N1 2.078 -0.170 -0.779
C3 1.728 1.075 -1.450
N2 2.055 2.267 -0.676
H1 2.863 -1.558 1.258
H2 0.866 0.283 0.948
H3 0.204 -0.871 -0.166
H4 3.047 -0.123 -0.478
H5 2.251 1.037 -2.406
H6 0.669 1.057 -1.695
H7 1.267 2.895 -0.630
H8 2.892 2.745 -0.999
H9 -1.047 0.127 -5.010
H10 -2.188 0.854 -4.342
O2 -1.590 0.946 -5.102
H11 4.414 -1.878 -1.050
H12 5.529 -1.825 0.044
O3 4.623 -1.556 -0.165
H13 -1.973 -0.011 2.236
H14 -2.328 -1.333 1.545
O4 -2.590 -0.375 1.577
H15 -2.499 -0.543 -1.974
H16 -3.310 -1.294 -3.057
O5 -2.425 -1.280 -2.659
H17 -1.267 -0.508 4.121
H18 0.079 -0.006 3.524
O6 -0.866 0.248 3.680
H19 -1.510 -4.159 -1.951
H20 -2.185 -2.800 -1.935
O7 -2.177 -3.661 -1.461
H21 -1.084 1.893 2.955
H22 -1.187 3.448 3.217
O8 -0.893 2.777 2.566
H23 1.938 0.764 2.934
H24 2.339 -0.371 4.018
O9 1.799 -0.185 3.229
H25 -2.383 1.555 -0.758
H26 -2.797 0.309 -0.012
O10 -2.848 0.707 -0.922
H27 0.937 2.649 2.383
H28 1.953 2.205 1.295
O11 1.853 2.322 2.261
H29 0.476 -0.960 -3.699
H30 -0.958 -1.447 -3.709
O12 -0.182 -1.353 -4.305
H31 -2.487 3.704 -0.062
H32 -1.451 3.010 0.836
O13 -1.752 3.090 -0.106
H33 -1.784 -3.291 0.725
H34 -0.604 -2.809 1.610
O14 -1.587 -2.870 1.585

Values from the calculation:
- Multiplicity: 1
- Frontier orbital gap: 9.518 eV
- Lowest unoccupied orbital energy: 0.050 eV

# 5
Below is a molecular structure, C35H25FN4O2Ru, with properties calculated with ωB97M-V/def2-TZVPD.

Atoms and positions in Å:
Ru1 -0.858 0.209 0.179
O1 -1.320 3.103 -2.746
C1 -1.454 2.189 -1.934
N1 -1.034 2.072 -0.676
C2 -0.932 3.148 0.222
C3 -0.849 4.488 -0.130
C4 -0.753 5.461 0.864
C5 -0.740 5.102 2.200
C6 -0.862 3.763 2.568
C7 -0.986 2.787 1.592
N2 -1.112 1.401 1.817
C8 -1.195 0.802 3.009
O2 -1.481 1.275 4.107
C9 -0.830 -0.689 2.920
C10 -0.676 -1.395 4.095
C11 -0.223 -2.705 4.050
C12 0.054 -3.260 2.817
C13 -0.140 -2.496 1.675
N3 -0.576 -1.239 1.712
C14 -2.323 0.984 -2.292
C15 -2.716 0.737 -3.594
C16 -3.583 -0.316 -3.839
C17 -4.053 -1.063 -2.769
C18 -3.608 -0.745 -1.495
N4 -2.751 0.243 -1.256
H1 -0.837 4.751 -1.177
H2 -0.671 6.504 0.582
H3 -0.645 5.861 2.967
H4 -0.875 3.467 3.607
H5 -0.902 -0.877 5.017
H6 -0.066 -3.271 4.960
H7 0.430 -4.270 2.723
H8 0.070 -2.895 0.694
H9 -2.328 1.373 -4.377
H10 -3.901 -0.543 -4.849
H11 -4.753 -1.874 -2.912
H12 -3.957 -1.294 -0.629
C19 2.838 -0.427 -4.298
C20 2.343 0.639 -3.516
C21 1.338 0.422 -2.617
C22 0.764 -0.865 -2.420
C23 -0.244 -1.095 -1.410
C24 -0.826 -2.348 -1.453
C25 -0.449 -3.371 -2.354
C26 0.571 -3.170 -3.234
C27 1.205 -1.904 -3.284
C28 2.267 -1.661 -4.194
H13 3.655 -0.258 -4.989
H14 2.759 1.632 -3.632
H15 0.939 1.252 -2.050
H16 -1.621 -2.583 -0.748
H17 -0.963 -4.326 -2.326
H18 0.898 -3.954 -3.908
H19 2.607 -2.479 -4.821
F1 4.132 -2.277 4.366
C29 3.435 -1.511 3.477
C30 2.876 -0.328 3.905
C31 2.165 0.442 2.992
C32 2.014 0.048 1.658
C33 1.307 0.886 0.697
C34 2.595 -1.170 1.277
C35 3.309 -1.947 2.173
H20 2.997 -0.019 4.935
H21 1.718 1.376 3.315
H22 1.523 0.695 -0.341
H23 1.057 1.897 0.972
H24 2.465 -1.504 0.253
H25 3.762 -2.883 1.873

Values from the calculation:
- Multiplicity: 2
- Net charge: -1
- Frontier orbital gap (alpha / beta): 6.745 / 6.586 eV
- Lowest unoccupied orbital energy (alpha / beta): 2.695 / 2.380 eV

Energy relative to the best compared isomer or geometry (same formula, charge and spin) / eV: 1.9659 3.5356 0.2612 0.3074 0.7433
Strongest force on any atom / eV/A: 2.42 3.71 0.46 1.02 2.74